(1)
Formula: C11H18N2
Source: the OMol25 dataset
Level of theory: ωB97M-V/def2-TZVPD

The geometry in ORCA input format:
```
! RIJCOSX wB97M-V def2-TZVPD def2/J DEFGRID3
* xyz 2 1
C -2.6183 1.6725 -1.6447
C -1.5368 0.9754 -0.9224
C -0.1856 1.1393 -1.0439
C 0.5498 2.0568 -1.9267
N 0.5096 0.1941 -0.1568
C 1.3829 -0.7186 -0.9512
C 1.3320 0.9200 0.8906
C 1.7190 0.0004 2.0080
C 1.0230 -1.0721 2.3395
C -0.2685 -1.4490 1.6459
C -0.2390 -2.9473 1.2171
C -0.4868 -0.5440 0.5430
N -1.8096 0.0143 0.0085
H -3.5004 1.0405 -1.7223
H -2.2964 1.9578 -2.6426
H -2.9131 2.5825 -1.1191
H 0.4587 1.7490 -2.9732
H 1.6064 2.1299 -1.6878
H 0.1163 3.0574 -1.8719
H 1.9243 -1.3862 -0.2846
H 0.7767 -1.2977 -1.6463
H 2.1017 -0.1318 -1.5208
H 0.7417 1.7575 1.2824
H 2.2156 1.3294 0.3974
H 2.5956 0.2950 2.5656
H 1.3228 -1.7220 3.1458
H -1.1010 -1.3654 2.3593
H 0.5716 -3.1500 0.5242
H -1.1818 -3.2343 0.7617
H -0.0919 -3.5472 2.1105
H -2.7188 -0.3062 0.3147
*
```

Its SMILES is CC1=C(C)[N@@+]2(C)CC=C[C@H](C)C2=[NH+]1. The calculated total energy is -538.75163 a.u. The calculation puts the energy above the lowest of the compared OMol25 structures with the same formula, charge and spin at 0.588 eV. The value obtained for the LUMO energy is -9.8 eV.


(2)
Formula: C11H18N2O6PS
Source: the OMol25 dataset
Level of theory: ωB97M-V/def2-TZVPD

The geometry in ORCA input format:
```
! RIJCOSX wB97M-V def2-TZVPD def2/J DEFGRID3
* xyz 1 1
N 3.7915 1.7418 2.0129
P 3.3062 1.8529 0.5752
O 3.7037 0.7007 -0.4059
O 3.6785 3.1755 -0.1815
N 1.5149 1.8199 0.5623
C 0.8711 2.9579 0.2464
C -0.4903 3.0134 0.2258
C -1.2198 1.8775 0.5191
C -2.7209 1.9053 0.5083
O -3.3464 1.0682 -0.0233
O -3.2856 2.8997 1.1980
C -0.5546 0.7113 0.8467
C 0.8463 0.6920 0.8800
C 1.6340 -0.5050 1.2725
C 1.3943 -1.5443 0.2597
C 2.4378 -2.7212 0.2663
O 2.2872 -1.4321 -0.6873
H 4.3358 2.5566 2.2683
H 2.9901 0.1683 -0.8144
H 3.8227 3.0314 -1.1284
H 1.4476 3.8311 0.0263
H -0.9893 3.9284 -0.0208
H -2.9380 3.7533 0.9144
H -1.1149 -0.1710 1.0844
H 2.6934 -0.3514 1.2036
H 1.3353 -0.8776 2.2407
H 0.3924 -1.8319 0.0516
H 3.4444 -2.9654 -0.0627
H 2.8220 -2.3610 1.2572
C -4.1420 -3.6134 -1.1513
S -2.3892 -3.2969 -1.3313
O -1.8737 -2.9227 0.0210
C -2.5451 -1.7433 -2.2007
H -4.2556 -4.5248 -0.5693
H -4.6139 -2.7801 -0.6312
H -4.5838 -3.7515 -2.1375
H -3.1167 -1.0571 -1.5743
H -3.0302 -1.8796 -3.1663
H -1.5387 -1.3550 -2.3542
*
```

The calculated total energy is -1730.08252 a.u. The value obtained for the LUMO energy is -4.8 eV.


(3)
Formula: C11H18N3O5
Source: the OMol25 dataset
Level of theory: ωB97M-V/def2-TZVPD

The geometry in ORCA input format:
```
! RIJCOSX wB97M-V def2-TZVPD def2/J DEFGRID3
* xyz -1 1
C -1.0334 -4.3252 -1.0055
N -0.2937 -3.0797 -1.1482
C -0.5969 -1.9335 -0.6117
O -1.6163 -1.7825 0.0823
C 0.2174 -0.6485 -1.0015
C -0.6166 0.0836 -2.1670
C -1.1882 -0.7566 -3.3038
C -0.1808 -1.6605 -4.0325
O 1.0596 -1.3656 -3.9855
O -0.6698 -2.7192 -4.4705
N 0.3414 0.3537 0.0589
C 1.2607 1.3337 -0.0058
O 2.2313 1.3434 -0.8014
C 1.0454 2.3510 1.1782
C -0.2692 3.1146 1.0401
N 0.9944 1.6473 2.4747
C 1.3696 2.2974 3.5720
C 0.8100 1.5987 4.7855
O 1.8684 3.3830 3.6258
H -0.8720 -4.9511 -1.8884
H -0.6751 -4.7976 -0.1103
H -2.0886 -4.2380 -0.9604
H 0.6309 -3.2002 -1.6762
H 1.1588 -0.9323 -1.3798
H -1.4064 0.6078 -1.5782
H -0.0521 0.7577 -2.7253
H -1.5266 0.1698 -3.8527
H -2.1343 -1.1968 -3.0767
H -0.3876 0.4988 0.7898
H 1.7981 2.9993 1.2011
H -1.1676 2.5018 1.0953
H -0.2399 3.6634 1.9602
H -0.2071 3.8511 0.2354
H 0.6296 0.7022 2.4324
H 0.6445 0.6521 4.5471
H 1.3116 1.6223 5.6947
H -0.1497 2.0546 5.0078
*
```

Its SMILES is CNC(=O)[C@@H](CCC(=O)[O-])NC(=O)[C@@H](C)NC(C)=O. The calculated total energy is -970.49632 a.u. The calculation puts the energy above the lowest of the compared OMol25 structures with the same formula, charge and spin at 2.662 eV. The value obtained for the LUMO energy is 2.6 eV.


(4)
Formula: C11H18N3O5
Source: the OMol25 dataset
Level of theory: ωB97M-V/def2-TZVPD

The geometry in ORCA input format:
```
! RIJCOSX wB97M-V def2-TZVPD def2/J DEFGRID3
* xyz -1 1
C -1.7093 3.9760 1.3107
N -1.3088 3.0482 0.2765
C -0.7451 1.8524 0.4855
O -0.4832 1.4069 1.6036
C -0.3113 1.0308 -0.7394
C 1.1324 1.3544 -1.2355
C 1.5284 2.8319 -1.1922
C 0.6689 3.7632 -2.0723
O 1.1962 4.8722 -2.3630
O -0.4942 3.4197 -2.3977
N -0.3872 -0.3887 -0.3764
C -0.2816 -1.4104 -1.2248
O -0.1575 -1.2846 -2.4395
C -0.2817 -2.8316 -0.5627
C 0.6766 -3.7798 -1.3139
N 0.0199 -2.8035 0.8679
C -0.2190 -3.7568 1.7753
C 0.2016 -3.4979 3.1771
O -0.6901 -4.8351 1.4321
H -2.2369 4.7875 0.7938
H -2.4335 3.4971 1.9459
H -0.8514 4.3593 1.8524
H -1.4259 3.3306 -0.7261
H -1.0224 1.2301 -1.5456
H 1.8729 0.8126 -0.6058
H 1.2123 0.9799 -2.2481
H 2.5925 2.9112 -1.5076
H 1.4920 3.2308 -0.1603
H -0.5182 -0.5423 0.6388
H -1.2804 -3.2096 -0.7057
H 1.7056 -3.3513 -1.2731
H 0.6554 -4.7152 -0.7879
H 0.3746 -3.9262 -2.3446
H 0.5376 -1.9922 1.1069
H -0.2320 -2.5787 3.5829
H -0.0839 -4.3615 3.7969
H 1.2869 -3.4292 3.1763
*
```

Its SMILES is CNC(=O)[C@@H](CCC(=O)[O-])NC(=O)[C@@H](C)NC(C)=O. The calculated total energy is -970.57905 a.u. The calculation puts the energy above the lowest of the compared OMol25 structures with the same formula, charge and spin at 0.411 eV. The value obtained for the LUMO energy is 2.7 eV.


(5)
Formula: C11H18N3OS2
Source: the OMol25 dataset
Level of theory: ωB97M-V/def2-TZVPD

The geometry in ORCA input format:
```
! RIJCOSX wB97M-V def2-TZVPD def2/J DEFGRID3
* xyz 1 1
S -2.9473 0.5416 2.8535
C -1.4590 0.5143 2.1313
S -0.4504 2.0328 2.3792
C 0.6192 2.2646 0.8823
C -0.1813 2.9691 -0.3021
C -0.5773 1.9927 -1.4791
N 0.5653 1.1670 -1.9331
C 0.3464 -0.2044 -2.2201
C 1.6753 -0.6357 -2.6120
N 2.5602 0.4475 -2.5520
C 1.8520 1.5624 -2.1143
N -0.9653 -0.5998 1.3303
C -2.0459 -1.5784 1.0776
C -1.3837 -2.7341 0.1919
O -0.5246 -3.4618 1.0676
C 0.5721 -2.6737 1.5283
C 0.2024 -1.2118 2.0199
H 1.5203 2.8924 1.1268
H 0.9982 1.2413 0.6062
H 0.5354 3.7276 -0.7472
H -1.0479 3.5547 0.1026
H -0.9513 2.6042 -2.3521
H -1.4469 1.3716 -1.1150
H -0.6118 -0.7601 -2.1582
H 1.9853 -1.6626 -2.9230
H 3.5610 0.4740 -2.7556
H 2.2255 2.5949 -1.9510
H -2.3305 -2.0984 2.0452
H -2.9617 -1.1387 0.6100
H -0.7607 -2.2472 -0.6237
H -2.2072 -3.3446 -0.2546
H 1.4345 -2.6455 0.7898
H 0.9857 -3.2159 2.4301
H 0.1193 -1.1816 3.1499
H 1.0948 -0.5584 1.7703
*
```

Its SMILES is S=C(SCCCn1cc[nH+]c1)N1CCOCC1. The calculated total energy is -1465.50934 a.u. The calculation puts the energy above the lowest of the compared OMol25 structures with the same formula, charge and spin at 1.585 eV. The value obtained for the LUMO energy is -3.5 eV.


(6)
Formula: C11H18N3S
Source: the OMol25 dataset
Level of theory: ωB97M-V/def2-TZVPD

The geometry in ORCA input format:
```
! RIJCOSX wB97M-V def2-TZVPD def2/J DEFGRID3
* xyz 1 1
C 1.2294 -0.8991 -0.3182
C 0.3217 -1.5973 0.5004
C 1.5133 2.2872 -1.0463
C 2.2065 1.2027 -1.2460
C 1.6548 -0.1563 -1.3370
C -2.9821 -0.0118 0.4313
C -1.5551 -0.0791 -1.3548
C -1.4166 -0.0266 0.1637
C 0.7807 -2.8843 1.1504
C 1.8398 -0.7985 -2.7088
C -0.4299 0.8700 2.7525
N -0.8660 -1.2302 0.7694
N -0.6792 1.1673 0.2686
N -0.7414 1.7302 1.5675
S -3.2564 -0.6498 -1.2086
H 2.1865 3.0957 -1.3140
H 0.5413 2.2329 -0.7031
H 3.2103 1.1960 -1.5164
H -3.3788 -0.6679 1.1337
H -3.5025 1.0023 0.3587
H -1.5716 0.9393 -1.9018
H -0.7825 -0.7659 -1.7187
H 1.8043 -3.1097 1.0030
H 0.3201 -3.7909 0.7897
H 0.5341 -2.6952 2.1774
H 2.9149 -0.6687 -3.0392
H 1.1574 -0.3237 -3.5210
H 1.6159 -1.8078 -2.6889
H -0.9679 -0.1311 2.7298
H 0.5947 0.6676 2.6765
H -0.5409 1.2503 3.8248
H -1.5992 2.0590 1.8786
H -0.1555 2.5934 1.4467
*
```

The calculated total energy is -991.82404 a.u. The calculation puts the energy above the lowest of the compared OMol25 structures with the same formula, charge and spin at 8.700 eV. The value obtained for the LUMO energy (alpha / beta) is -6.0 / -6.2 eV.